No. 1
A gas-phase ion, C12H17N2 (charge +1), computed with ωB97M-V/def2-TZVPD.

Properties
Gap between HOMO and LUMO, eV: 8.67
Energy relative to the best compared isomer or geometry (same formula, charge and spin), eV: 2.102
SMILES: C=C/C=C\C=C(/CC)[n+]1ccn(C)c1

The geometry in ORCA input format:
```
! wB97M-V def2-TZVPD RIJCOSX def2/J DEFGRID3
* xyz 1 1
C -2.462 1.481 -0.766
C -1.123 1.361 -0.976
C -1.776 -0.325 0.240
C 3.488 0.768 -0.025
C 2.936 0.072 -1.039
C 2.687 1.603 0.841
C 1.510 0.126 -1.241
C 1.589 1.219 1.500
C 0.637 -0.223 -0.266
C 0.442 -2.703 -0.315
C -4.184 0.178 0.478
C 0.856 -1.490 0.529
N -2.852 0.422 -0.007
N -0.707 0.219 -0.347
H -3.147 2.233 -1.100
H -0.457 2.014 -1.499
H -1.783 -1.222 0.826
H 4.560 0.887 0.019
H 3.559 -0.353 -1.812
H 2.944 2.656 0.795
H 1.184 0.654 -2.127
H 1.448 0.217 1.840
H 0.981 1.965 1.992
H 1.063 -2.769 -1.203
H -0.597 -2.651 -0.635
H 0.574 -3.613 0.264
H -4.314 0.610 1.473
H -4.906 0.633 -0.197
H -4.373 -0.893 0.535
H 1.919 -1.590 0.749
H 0.305 -1.489 1.471
*
```

=====

No. 2
A gas-phase ion, C3H4NO5P (charge -2), computed with ωB97M-V/def2-TZVPD.

Properties
Gap between HOMO and LUMO, eV: 6.16
Energy relative to the best compared isomer or geometry (same formula, charge and spin), eV: 2.499
SMILES: C=CC(O[P@H](=O)[O-])=[N+]([O-])[O-]

The geometry in ORCA input format:
```
! wB97M-V def2-TZVPD RIJCOSX def2/J DEFGRID3
* xyz -2 1
C -0.830 0.906 -0.044
C -0.529 -0.444 0.034
C 0.723 -1.006 -0.279
N 0.903 -2.301 -0.071
O 1.898 -2.936 -0.469
O 2.141 0.720 1.410
O 3.404 1.510 -0.684
O -0.031 -2.919 0.613
O 1.712 -0.310 -0.887
P 2.794 0.413 0.116
H -1.817 1.318 0.017
H -0.150 1.522 -0.409
H -1.220 -1.131 0.338
H 3.709 -0.589 0.007
*
```

=====

No. 3
4 unconnected molecules or ions with the total composition C16H28O12S, computed with ωB97M-V/def2-TZVPD.

Properties
Gap between HOMO and LUMO, eV: 10.63

The geometry in ORCA input format:
```
! wB97M-V def2-TZVPD RIJCOSX def2/J DEFGRID3
* xyz 0 1
C -0.091 -2.037 3.915
C 0.996 -1.409 3.045
C 1.373 -2.317 1.881
C 0.487 -0.068 2.556
O 1.401 0.644 1.684
S 2.792 1.308 2.144
O 3.737 0.278 2.497
O 2.353 1.922 3.591
H 0.312 -2.861 4.503
H -0.908 -2.425 3.302
H -0.521 -1.319 4.617
H 1.889 -1.245 3.654
H 1.769 -3.265 2.246
H 0.498 -2.534 1.262
H 2.142 -1.862 1.255
H -0.413 -0.187 1.955
H 0.221 0.580 3.393
H 1.677 2.611 3.478
C -1.501 3.654 1.416
C -2.192 2.487 0.766
C -3.674 2.650 0.488
O -4.166 1.308 0.601
C -3.304 0.596 1.353
O -3.481 -0.523 1.721
O -2.209 1.333 1.641
H -0.506 3.363 1.751
H -1.392 4.459 0.689
H -2.065 4.023 2.274
H -1.676 2.171 -0.138
H -3.899 3.033 -0.503
H -4.160 3.260 1.254
C -1.227 -2.103 -4.211
C -1.200 -1.259 -2.968
C -2.515 -1.082 -2.231
O -2.389 0.241 -1.684
C -1.536 0.936 -2.470
O -1.386 2.119 -2.397
O -0.896 0.120 -3.315
H -0.274 -2.003 -4.727
H -1.375 -3.153 -3.962
H -2.029 -1.768 -4.871
H -0.426 -1.593 -2.271
H -2.686 -1.785 -1.421
H -3.364 -1.083 -2.919
C 2.642 1.280 -1.681
C 2.361 -0.196 -1.653
C 3.529 -1.117 -1.350
O 3.171 -2.307 -2.066
C 2.357 -1.956 -3.085
O 1.995 -2.695 -3.947
O 1.989 -0.664 -2.971
H 1.784 1.815 -2.089
H 2.819 1.638 -0.666
H 3.518 1.499 -2.292
H 1.526 -0.421 -0.981
H 3.660 -1.366 -0.302
H 4.462 -0.725 -1.763
*
```